# C25H33Cl28NO3

A cluster of 8 separate species, C25H33Cl28NO3 in total (ωB97M-V/def2-TZVPD, the Open Molecules 2025 dataset).

Results
Structure (SMILES)   CCC[C@@H](OC#N)OC[C@@H](CC[C@@H](C)CCC=C(C)C)OC.ClC(Cl)(Cl)Cl.ClC(Cl)(Cl)Cl.ClC(Cl)(Cl)Cl.ClC(Cl)(Cl)Cl.ClC(Cl)(Cl)Cl.ClC(Cl)(Cl)Cl.ClC(Cl)(Cl)Cl
Energy   -14137.96050 a.u.
E_HOMO   -6.698 eV
Largest force on an atom   3.48 eV/Å

ORCA input file:
```
! wB97M-V def2-TZVPD RIJCOSX def2/J DEFGRID3
* xyz 0 1
C -2.3597 -1.4774 1.9526
C -1.6190 -1.8722 0.6679
C -0.9563 -3.2651 0.8390
C 0.3896 -3.2680 0.1364
O 1.3926 -2.8559 1.1321
C 1.9922 -1.7818 0.7383
N 2.5797 -0.9056 0.2004
O 0.8444 -4.4896 -0.3205
C 0.0859 -4.9822 -1.3993
C 0.1985 -4.0997 -2.6678
C -1.1100 -3.3384 -3.0246
C -0.9205 -1.8361 -2.9436
C -2.1700 -0.9844 -3.2043
C -3.4630 -1.4757 -2.5316
C -1.9578 0.4818 -2.7604
C -0.5697 1.0332 -3.0481
C -0.4607 2.3367 -2.2698
C 0.1388 2.2739 -1.0250
C 1.6040 1.9813 -0.8189
C -0.6996 2.4731 0.2098
O 1.2937 -3.2197 -2.6253
C 2.5439 -3.8278 -2.8792
H -2.7715 -0.4778 1.8376
H -3.1857 -2.1709 2.0857
H -1.6672 -1.5346 2.7842
H -0.9089 -1.1147 0.3399
H -2.3779 -1.9710 -0.1040
H -1.6553 -3.9845 0.4217
H -0.8501 -3.4826 1.8981
H 0.4165 -2.4965 -0.6302
H -0.9580 -5.1743 -1.1508
H 0.4996 -5.9600 -1.6271
H 0.3647 -4.7796 -3.5076
H -1.4093 -3.6091 -4.0339
H -1.8745 -3.7105 -2.3474
H -0.4887 -1.5121 -1.9967
H -0.1967 -1.5550 -3.7030
H -2.3660 -0.9534 -4.2781
H -3.5733 -1.0431 -1.5404
H -3.5583 -2.5556 -2.4721
H -4.3184 -1.1294 -3.1083
H -2.2583 0.5903 -1.7207
H -2.6547 1.0778 -3.3497
H -0.4126 1.2198 -4.1146
H 0.2464 0.4043 -2.6931
H -0.8120 3.2774 -2.6799
H 1.8909 2.3124 0.1744
H 1.8454 0.9087 -0.8451
H 2.2213 2.4414 -1.5782
H -1.2590 3.4140 0.1973
H -0.1391 2.3516 1.1341
H -1.4466 1.6793 0.2060
H 3.0323 -3.3531 -3.7281
H 3.1957 -3.7031 -2.0158
H 2.4662 -4.8956 -3.0814
Cl 1.1895 -0.9386 4.5052
C 0.5030 0.5366 5.1983
Cl -1.2492 0.5569 4.9639
Cl 0.8804 0.5928 6.9260
Cl 1.2057 1.9414 4.3975
Cl 3.7425 -2.0696 2.7649
C 4.9659 -2.3905 4.0022
Cl 4.1783 -2.7794 5.5377
Cl 5.9704 -3.7528 3.4957
Cl 5.9755 -0.9557 4.2058
Cl 5.3547 0.0687 -0.6860
C 5.8445 0.9651 -2.1228
Cl 7.5833 0.7657 -2.3903
Cl 4.9588 0.3456 -3.5230
Cl 5.4840 2.6799 -1.9116
Cl -4.7155 0.8129 -5.3884
C -4.7816 2.5783 -5.3125
Cl -3.1886 3.2141 -4.8909
Cl -5.2711 3.2115 -6.8876
Cl -5.9547 3.0711 -4.0878
Cl 4.5405 5.8619 0.7045
C 4.1723 4.7781 2.0514
Cl 4.9225 5.3962 3.5277
Cl 2.4231 4.6921 2.2759
Cl 4.7978 3.1663 1.6985
Cl -2.4031 7.0939 3.6361
C -1.2328 6.3194 2.5635
Cl -0.9317 4.6658 3.1200
Cl -1.8761 6.2780 0.9188
Cl 0.2787 7.2315 2.5812
Cl -4.3663 1.2570 9.2414
C -3.8336 2.1317 7.8015
Cl -2.0905 1.9515 7.6098
Cl -4.6483 1.4686 6.3762
Cl -4.2415 3.8431 7.9664
*
```